Computed, not measured: 18 unconnected molecules or ions with the total composition C108H108, with wB97M-V/def2-TZVPD.

## Properties
**Largest force on an atom**: 4.3 eV Å⁻¹
**Molecular weight**: 1406.1 g/mol
**Calculated total energy**: -4179.97142 Eh
**HOMO level**: -8.91 eV
**Relative energy (zero: lowest compared OMol25 entry of this formula, charge and spin)**: 21.5 kcal per mole

Last column: Mulliken charge in e.
Atoms and positions in Å:
H1 18.67 16.61 26.97  0.3687
H2 15.80 12.18 16.98  0.7664
H3 14.64 21.61 17.87  0.3654
H4 9.69 19.74 23.82  0.4240
C1 11.73 12.73 15.79  -0.2209
C2 13.43 19.96 26.13  -0.1420
H5 19.57 15.34 14.18  0.0502
C3 17.09 20.78 17.26  0.3699
H6 18.55 15.03 20.86  1.3335
H7 11.45 18.43 24.90  0.2840
H8 17.12 10.76 18.45  0.3216
C4 9.87 15.91 23.48  -0.2919
C5 16.01 18.30 21.71  -0.2966
H9 7.88 16.17 22.55  0.4414
C6 20.41 10.20 17.96  -0.4718
H10 21.35 19.24 13.66  0.4351
C7 20.18 19.83 18.28  -0.3691
C8 18.01 22.93 17.12  -0.7976
H11 17.43 21.60 13.99  0.4504
H12 13.92 10.48 23.13  0.4495
H13 15.46 21.45 20.49  0.2380
C9 18.41 13.03 14.09  -0.6138
C10 15.47 14.69 25.86  -0.4954
H14 14.84 17.40 27.78  0.2328
H15 17.45 17.12 24.76  0.1875
H16 14.69 21.22 15.52  0.4622
C11 20.55 18.57 13.41  -0.2940
C12 18.39 19.91 24.22  -0.2047
H17 12.72 20.30 14.37  0.4951
C13 21.77 22.12 17.82  -0.5538
H18 10.49 20.74 18.08  0.3286
C14 10.96 16.01 19.79  -0.9122
C15 10.72 17.92 24.29  0.0897
H19 22.34 23.04 17.69  0.3760
C16 18.47 18.08 12.44  -0.7836
C17 14.80 12.38 22.95  -0.9007
H20 11.37 13.46 21.32  0.0854
C18 13.32 14.03 21.84  0.2665
H21 20.10 10.86 22.12  0.3943
C19 17.23 15.12 27.52  -0.4966
C20 12.48 14.71 18.52  1.2627
C21 14.43 18.39 27.61  -0.5185
C22 20.49 20.26 16.97  -0.1358
H22 14.56 14.13 25.64  0.3995
H23 20.56 15.59 19.71  0.6066
H24 19.33 19.23 27.45  0.3699
H25 16.29 15.92 19.94  0.3072
C23 18.99 13.27 24.17  0.5465
C24 18.99 12.07 23.47  -0.7060
C25 13.26 18.19 12.81  -0.8947
H26 20.53 16.83 17.54  0.4294
H27 14.68 15.88 15.34  0.5355
C26 19.62 15.90 19.31  -1.1633
H28 12.21 12.31 16.61  0.6229
C27 13.06 16.89 19.29  -0.5424
H29 17.29 19.75 20.86  0.5278
C28 13.76 19.05 22.26  -0.6585
H30 17.84 13.08 17.88  0.4159
H31 19.36 12.95 14.64  0.3873
C29 17.10 16.40 25.49  0.4124
H32 12.98 10.14 19.47  0.3851
H33 14.52 12.12 19.14  0.5367
H34 7.80 18.54 22.72  0.3260
C30 8.65 18.01 23.17  -0.2071
H35 14.52 18.19 25.52  0.3096
H36 21.84 11.70 17.44  0.3496
H37 20.01 19.76 16.13  0.6402
C31 14.12 18.80 26.29  0.3786
C32 13.76 21.13 16.06  -0.9378
H38 11.67 17.95 20.57  0.1721
C33 19.61 16.47 18.05  -0.5865
H39 9.99 14.89 23.25  0.4405
C34 19.87 12.55 17.60  -0.5332
C35 17.38 13.59 14.77  -0.0445
H40 13.23 20.97 21.35  0.4136
H41 13.75 17.66 19.48  0.7103
H42 15.74 13.69 27.85  0.2243
C36 14.27 16.51 14.63  -0.5017
H43 21.59 21.77 15.81  0.4249
C37 10.25 14.05 13.81  -0.3756
H44 21.90 22.16 20.02  0.4681
C38 16.11 13.58 14.18  0.2364
C39 17.25 16.61 18.19  -0.1936
H45 16.24 17.35 14.14  0.4533
C40 20.50 18.79 25.76  -0.5057
C41 18.55 12.28 17.95  0.5127
C42 20.09 14.11 24.20  -0.3693
C43 14.77 18.11 22.28  0.5203
H46 15.53 16.00 24.09  -0.5665
H47 15.16 10.89 15.16  0.5299
C44 17.94 22.82 15.73  -0.7253
H48 12.44 8.71 17.53  0.3414
H49 18.81 8.91 18.35  0.4197
H50 13.09 20.96 29.45  0.3461
H51 15.43 14.32 22.52  0.1523
H52 22.16 12.15 22.35  0.4241
H53 17.43 20.05 26.07  0.5688
C45 12.92 16.52 14.42  -0.2284
C46 15.16 17.32 13.92  0.3625
C47 21.27 12.54 22.81  -0.7327
H54 19.41 20.00 12.22  0.4075
H55 19.21 12.29 12.27  0.3442
H56 17.76 14.75 28.46  0.2982
H57 17.07 12.59 11.06  0.3878
C48 17.07 20.69 15.89  -1.0715
H58 15.35 18.81 12.41  -0.0156
H59 18.16 23.72 15.23  0.5210
C49 14.33 11.39 18.33  -0.4121
C50 18.42 16.76 17.48  -0.2985
H60 10.50 14.06 19.01  0.6733
H61 20.21 13.56 17.51  0.4820
H62 18.38 17.32 16.52  0.3268
C51 15.98 15.66 25.03  0.8348
C52 18.50 16.78 13.09  -0.8793
H63 13.19 9.16 15.38  0.4312
C53 19.40 19.22 26.36  -0.5564
H64 19.61 18.94 18.45  0.5968
C54 12.40 17.38 13.50  -0.6021
H65 16.66 19.74 15.54  0.7628
C55 20.55 18.91 24.31  -0.3776
H66 17.41 20.28 23.88  0.3310
H67 10.05 13.08 17.06  0.5152
C56 10.41 13.17 16.07  -0.6749
H68 13.32 12.73 14.48  0.1322
C57 15.99 13.05 12.89  -1.1174
C58 13.42 10.35 18.50  -0.3876
C59 18.47 15.58 19.96  -1.4493
H69 18.42 23.92 17.54  0.2383
H70 17.51 14.07 15.68  1.0943
H71 21.44 17.13 14.54  0.4384
C60 17.78 16.09 26.71  -0.5954
H72 15.74 12.10 23.45  0.3673
H73 11.34 17.44 13.34  0.5600
C61 13.44 15.72 18.71  -1.3196
C62 13.70 21.38 17.41  0.2459
H74 16.31 16.92 17.70  0.6140
C63 16.26 19.56 21.18  -0.5618
C64 8.70 16.63 23.06  -0.8344
C65 12.36 13.05 21.69  0.1521
C66 11.44 20.57 16.12  -0.8205
C67 17.52 21.70 15.08  -0.4116
C68 20.66 17.29 13.89  -0.4432
C69 15.00 11.51 17.11  -0.0981
C70 21.31 21.40 16.77  -0.8444
H75 16.81 17.57 21.75  0.8902
C71 13.15 9.50 17.42  -0.5975
C72 18.32 19.74 25.62  -0.6344
C73 11.51 13.57 13.49  -0.5964
H76 18.05 13.58 24.64  0.1391
H77 14.65 17.11 22.66  -0.3593
H78 12.58 21.72 27.13  0.2800
H79 21.19 9.43 17.88  0.3497
H80 16.73 19.93 17.84  0.2510
H81 12.35 21.35 19.24  0.3176
H82 11.74 16.08 24.58  0.7653
C74 17.62 21.84 17.92  0.0265
C75 12.26 12.99 14.54  0.2459
C76 14.01 20.21 21.58  -0.7407
C77 9.68 13.84 15.07  -0.8615
H83 9.59 14.42 13.00  0.3509
C78 13.82 11.45 22.72  -0.4405
C79 20.13 11.72 22.77  -0.2876
H84 10.57 20.15 15.53  0.2550
H85 17.52 18.30 11.96  0.4017
C80 14.15 19.16 28.71  -0.5507
H86 12.73 18.94 22.57  0.4920
H87 12.78 13.78 18.07  0.3782
C81 12.52 21.25 18.18  -0.6083
H88 12.89 18.89 12.10  0.4012
C82 19.64 16.36 13.74  0.1236
H89 13.16 20.50 25.18  0.3034
C83 16.08 14.48 27.12  -0.6216
H90 17.69 16.14 12.91  0.8430
C84 12.59 11.74 22.05  -1.1892
C85 21.53 21.68 19.15  -0.7169
H91 10.00 16.13 20.17  0.5425
H92 21.37 18.45 23.75  0.4037
H93 13.17 15.06 21.62  0.4586
C86 11.22 14.84 19.09  -1.4486
C87 12.63 20.63 15.41  0.0219
H94 15.24 13.92 14.73  0.1754
H95 17.80 21.85 19.03  0.3206
H96 14.43 15.66 18.34  0.6819
H97 8.79 14.35 15.32  0.4152
H98 15.00 13.05 12.49  0.4709
H99 20.07 15.13 24.58  0.4504
C88 14.61 10.68 16.06  -0.7312
C89 14.64 18.19 13.03  -0.3502
C90 19.44 18.99 12.65  -0.3182
H100 12.24 15.85 15.02  0.3661
C91 10.93 16.57 24.15  -0.9334
C92 20.78 11.53 17.70  -0.6322
C93 13.38 20.35 28.58  -0.5262
C94 11.88 17.01 19.95  -0.2410
C95 17.25 15.97 19.39  0.2807
C96 18.31 12.57 12.78  -0.5980
C97 14.53 13.67 22.47  0.1463
H101 19.72 19.41 22.46  0.1522
C98 20.75 20.55 19.35  -0.3975
C99 11.38 20.84 17.43  -0.0616
H102 21.32 18.30 26.26  0.4178
H103 11.84 13.75 12.45  0.3613
H104 20.59 20.16 20.38  0.4349
C100 17.09 12.69 12.13  -0.6683
C101 13.62 9.73 16.18  -0.7489
C102 19.10 9.91 18.13  -0.8133
C103 15.24 20.48 21.04  -0.5137
H105 22.10 14.36 23.55  0.3881
C104 9.64 18.67 23.80  -0.5135
C105 19.55 19.46 23.56  0.0172
H106 14.36 18.78 29.70  0.3924
H107 11.75 11.00 22.08  0.3649
C106 13.06 20.71 27.29  -0.5007
H108 18.08 11.49 23.39  0.3200
C107 21.24 13.71 23.55  -0.5248
C108 18.17 10.95 18.18  -0.3695